(1)
38
Properties=species:S:1:pos:R:3 method="wB97M-V/def2-TZVPD" e_lumo_ev=0.370 homo_ev=-10.23 mol_weight_g_mol=260.3 charge=0 smiles="CC(C)C[C@H](N)C(=O)N[C@@H](CCC(=O)O)C(=O)O"
C -1.86927 2.19417 -0.81031
C -2.68381 1.22664 0.02822
C -4.15846 1.69245 0.10163
C -2.66368 -0.28829 -0.38906
C -1.22356 -0.87541 -0.38296
N -1.14813 -2.24866 -0.90934
C -0.82634 -1.12687 1.07504
O -1.71270 -1.43726 1.81906
N 0.51092 -1.36277 1.33462
C 1.67420 -0.87251 0.55440
C 2.77168 -0.31838 1.41603
C 4.10052 0.18027 0.76357
C 3.87566 1.50172 0.05233
O 3.65184 2.53652 0.62302
O 3.49860 1.40548 -1.21829
C 2.10597 -1.61213 -0.65439
O 2.85785 -1.17845 -1.51860
O 1.54241 -2.78745 -0.86959
H -2.13277 3.23857 -0.55840
H -0.69485 2.19210 -0.61730
H -1.83163 1.99399 -1.87675
H -2.18958 1.61628 0.91625
H -4.99323 1.31394 0.66841
H -4.46150 1.61497 -0.91482
H -4.10371 2.80511 0.17173
H -2.95590 -0.49413 -1.47113
H -3.30104 -0.89218 0.36934
H -0.61766 -0.24787 -0.96284
H -1.95996 -2.73604 -0.48379
H -1.42786 -2.22633 -1.88298
H 0.92063 -1.86856 2.05837
H 1.08445 0.09453 0.18800
H 2.35416 0.64857 1.93756
H 2.64709 -1.08641 2.24454
H 4.74412 0.43653 1.62855
H 4.57449 -0.65048 0.12251
H 3.50030 0.41143 -1.62853
H 0.54077 -2.79310 -0.92410

(2)
38
Properties=species:S:1:pos:R:3 method="wB97M-V/def2-TZVPD" e_lumo_ev=0.300 homo_ev=-9.66 mol_weight_g_mol=260.3 charge=0 smiles="CC[C@H](C)[C@H](N)C(=O)N[C@@H](CCC(=O)O)C(=O)O"
C 4.78376 0.52078 0.95434
C 3.30004 0.03675 0.89264
C 2.75841 -0.45036 -0.42785
C 2.83689 0.73270 -1.40061
C 1.42975 -1.20770 -0.20433
N 1.06957 -2.06539 -1.27415
C 0.25878 -0.16812 -0.04056
O 0.27609 0.77830 0.72795
N -0.87629 -0.58825 -0.63003
C -2.10936 -0.00440 -0.37586
C -2.60234 -0.11508 1.06750
C -4.07622 0.24160 1.24877
C -5.08597 -0.54677 0.23871
O -5.67314 -1.55168 0.62636
O -5.10221 -0.16648 -1.04504
C -2.33222 1.45999 -0.70380
O -3.42184 1.72107 -1.22677
O -1.46977 2.35461 -0.25175
H 4.73042 1.64750 0.69916
H 5.56021 -0.02317 0.21149
H 5.14128 0.53858 2.06118
H 2.58001 0.73015 1.31857
H 3.25005 -0.71299 1.74409
H 3.56619 -1.22944 -0.70338
H 2.27959 1.58695 -0.88555
H 3.96641 1.01317 -1.45763
H 2.41890 0.46535 -2.38620
H 1.44524 -1.62802 0.81983
H 1.31890 -3.00763 -1.09445
H 1.61174 -1.79134 -2.11467
H -0.66774 -1.36105 -1.24082
H -2.85577 -0.56827 -0.98603
H -1.88293 0.57535 1.66972
H -2.36761 -1.12661 1.51405
H -4.37340 1.38157 1.13573
H -4.32900 0.06229 2.30380
H -4.55358 0.61161 -1.17880
H -0.80281 1.85441 0.39438

Energy comparison, zero being the most stable, in kJ/mol: (1) 158.2; (2) 0.0.

(1)
8
Properties=species:S:1:pos:R:3 method="wB97M-V/def2-TZVPD" e_lumo_ev=3.614 homo_ev=-3.13 mol_weight_g_mol=108.1 charge=-1 smiles="[O-][N+]([O-])=NNS"
O -0.25873 1.22680 1.20206
N -0.91962 1.05574 0.15102
O -1.73907 1.90794 -0.17815
N -0.69860 0.11029 -0.69533
N 0.10625 -0.94424 -0.45914
S 1.76764 -0.73312 -0.05020
H -0.04364 -1.58616 -1.29576
H 1.78577 -1.03725 1.32549

(2)
8
Properties=species:S:1:pos:R:3 method="wB97M-V/def2-TZVPD" e_lumo_ev="4.113 / 4.113" homo_ev="-2.79 / -2.79" mol_weight_g_mol=108.1 charge=-1
H 1.63524 1.58688 0.48207
N 1.39107 0.84919 -0.16827
N 0.27110 0.33985 0.12637
O -0.56005 0.68644 1.22229
N -0.23620 -0.66388 -0.54006
O -1.47820 -1.03340 -0.05103
S 0.44623 -1.44414 -1.81488
H -1.46919 -0.32093 0.74350

Energy comparison, zero being the most stable, in kJ/mol: (1) 0.0; (2) 27.2.

(1)
7
Properties=species:S:1:pos:R:3 method="wB97M-V/def2-TZVPD" e_lumo_ev=0.254 homo_ev=-10.42 mol_weight_g_mol=191.8 charge=0 smiles="O=C(Cl)[C@H](Cl)Br"
O -1.62627 -0.52967 -1.11984
C -0.93049 0.20005 -0.52991
Cl -1.33535 1.90499 -0.31517
C 0.65185 -0.43750 0.20393
Cl 0.24842 -0.96346 1.81239
Br 2.04520 0.98128 0.37470
H 0.94664 -1.15569 -0.42610

(2)
7
Properties=species:S:1:pos:R:3 method="wB97M-V/def2-TZVPD" e_lumo_ev="-2.262 / -2.264" homo_ev="-9.53 / -9.54" mol_weight_g_mol=191.8 charge=0
C -1.15943 -0.21491 0.73112
C 1.40743 0.64364 -0.26420
O -1.44301 -1.08658 1.45381
Cl -2.51347 0.58482 -0.19391
Cl 1.44713 1.06250 -1.93260
Br 2.27674 -0.98101 0.12232
H -0.01538 -0.00846 0.08345

Energy comparison, zero being the most stable, in kJ/mol: (1) 0.0; (2) 304.0.

(1)
9
Properties=species:S:1:pos:R:3 method="wB97M-V/def2-TZVPD" e_lumo_ev=0.140 homo_ev=-10.50 mol_weight_g_mol=102.0 charge=0 smiles="O=c1ncn(O)o1"
O -1.37261 -0.79223 -2.07455
C -0.86682 -0.49716 -1.07149
N -0.36706 -1.44725 -0.05897
C -0.00183 -0.68456 0.86133
N -0.02200 0.77580 0.55369
O 1.23895 1.01985 0.53016
O -0.39999 0.73182 -0.74348
H 0.49380 -1.11517 1.68105
H 1.29756 2.00889 0.32226

(2)
9
Properties=species:S:1:pos:R:3 method="wB97M-V/def2-TZVPD" e_lumo_ev=-0.533 homo_ev=-10.49 mol_weight_g_mol=102.0 charge=0 smiles="N#CC=O.O=NO"
N 0.75529 -1.48539 0.25665
C 1.32331 -0.52880 -0.04493
C 1.96968 0.79375 -0.04716
O 2.85925 1.01525 0.72889
H 1.48851 1.54574 -0.67727
O -1.10579 0.79180 0.14608
N -1.54450 -0.24932 -0.19240
O -2.85686 -0.47291 -0.08268
H -2.88890 -1.41012 -0.08719

Energy comparison, zero being the most stable, in kJ/mol: (1) 0.0; (2) 51.0.

(1)
9
Properties=species:S:1:pos:R:3 method="wB97M-V/def2-TZVPD" e_lumo_ev=0.241 homo_ev=-9.92 mol_weight_g_mol=102.0 charge=0 smiles="O=c1nc(O)o[nH]1"
O 1.45737 1.21966 -1.49525
C 0.73396 0.63409 -0.78349
N 0.23410 0.76536 0.61710
C -0.62015 -0.18658 0.84575
O -1.48594 -0.25939 1.92966
O -0.32289 -1.25999 -0.04661
N 0.14263 -0.67263 -1.23576
H -1.20662 0.54585 2.51791
H 0.69827 -1.48232 -1.66330

(2)
9
Properties=species:S:1:pos:R:3 method="wB97M-V/def2-TZVPD" e_lumo_ev=-0.059 homo_ev=-10.04 mol_weight_g_mol=102.0 charge=0 smiles="O=c1cnon1O"
O -1.16889 -1.46719 -0.14154
C -0.48297 -0.52767 -0.25978
C 0.19970 0.21460 -1.50122
N 0.75629 1.29919 -1.19241
O 0.39363 1.45298 0.39936
N 0.20257 0.04956 0.77158
O -0.33248 -0.18909 1.97083
H 0.09975 -0.33005 -2.51555
H 0.33240 -0.50233 2.46874

Energy comparison, zero being the most stable, in kJ/mol: (1) 0.0; (2) 331.3.

(1)
14
Properties=species:S:1:pos:R:3 method="wB97M-V/def2-TZVPD" e_lumo_ev=0.391 homo_ev=-7.40 mol_weight_g_mol=114.1 charge=0
N -0.59878 -1.07581 0.67667
C 0.06796 -0.23947 -0.04363
C -0.42187 1.12555 -0.09894
N -0.11866 -2.39306 0.72802
N 1.25605 -0.50484 -0.69777
N 0.28695 2.13759 -0.78127
N -2.51202 0.92520 0.98114
N -1.53065 1.32768 0.54635
H 0.78018 -2.45108 1.20346
H -0.79689 -2.94335 1.24172
H 1.36164 -1.47259 -0.96846
H 1.49608 0.16715 -1.41053
H 1.04470 2.53080 -0.23462
H -0.31468 2.86623 -1.14214

(2)
14
Properties=species:S:1:pos:R:3 method="wB97M-V/def2-TZVPD" e_lumo_ev=0.303 homo_ev=-8.97 mol_weight_g_mol=114.1 charge=0 smiles="[H]/N=c1/nnn(C)n1N"
H -2.74345 -0.13079 1.18870
N -2.66741 0.58755 0.45993
C -1.46823 0.69253 0.12968
N -1.06589 1.63426 -0.83844
N 0.15089 1.39419 -1.00103
N 0.62255 0.27149 -0.54501
C 1.98700 0.27459 -0.12971
N -0.38470 -0.12299 0.38906
N -0.62162 -1.45491 0.38721
H 2.41467 1.05032 0.50563
H 2.29650 -0.69449 0.33577
H 2.44129 0.31624 -1.09538
H 0.18374 -1.96645 0.58946
H -1.14534 -1.85152 -0.37587

Energy comparison, zero being the most stable, in kJ/mol: (1) 0.0; (2) 130.4.